# 1
Below is a cluster of 11 separate species, C14H35Cl2N10O24 in total at a distorted geometry, with properties calculated with ωB97M-V/def2-TZVPD.

XYZ file:
```
85
Properties=species:S:1:pos:R:3:lowdin_charge:R:1
C 18.364 30.578 -8.954 -0.0715
C 18.059 30.844 -7.506 -0.1416
N 16.718 30.375 -6.959 0.0085
C 15.449 30.614 -7.550 0.0422
C 14.531 29.870 -6.780 -0.0059
N 15.234 29.083 -5.848 -0.0577
C 16.572 29.480 -5.950 0.0188
C 14.725 28.138 -4.862 -0.0065
H 19.189 31.130 -9.404 0.0822
H 17.474 30.823 -9.533 0.0576
H 18.590 29.516 -9.048 0.0716
H 17.982 31.930 -7.445 0.1106
H 18.868 30.450 -6.892 0.0964
H 15.360 31.201 -8.453 0.1042
H 13.453 29.825 -6.738 0.0801
H 17.363 29.187 -5.275 0.1230
H 14.096 28.602 -4.103 0.0756
H 15.487 27.535 -4.368 0.1030
H 13.962 27.547 -5.370 0.0878
Cl 18.356 35.145 -7.155 0.6045
O 18.243 35.365 -5.727 -0.3599
O 18.773 36.400 -7.712 -0.3860
O 19.457 34.249 -7.288 -0.4021
O 17.124 34.596 -7.693 -0.3793
Cl 16.654 32.217 -3.037 0.6309
O 16.328 32.627 -1.657 -0.3971
O 15.466 32.107 -3.870 -0.3890
O 17.511 33.324 -3.431 -0.3748
O 17.469 31.053 -3.113 -0.3946
C 12.052 32.738 -6.112 0.0572
N 11.766 31.945 -4.865 -0.4084
O 11.848 30.700 -5.020 -0.0072
O 11.710 32.533 -3.808 0.0864
H 13.141 32.747 -6.147 0.1056
H 11.624 33.726 -5.943 0.0968
H 11.677 32.234 -7.003 0.0806
C 13.906 33.008 -11.949 0.0305
N 13.728 32.628 -10.563 -0.4236
O 14.388 33.258 -9.734 0.0637
O 12.707 31.997 -10.240 0.0239
H 12.933 32.994 -12.440 0.0998
H 14.517 32.195 -12.340 0.1067
H 14.423 33.967 -11.972 0.1033
C 21.619 28.213 -4.628 0.0598
N 20.121 28.336 -4.646 -0.4250
O 19.464 28.348 -3.638 0.0933
O 19.582 28.487 -5.715 0.0351
H 21.847 27.767 -3.660 0.0935
H 22.215 29.120 -4.725 0.0844
H 21.860 27.460 -5.379 0.0960
C 19.168 34.751 -10.844 0.0697
N 17.984 34.076 -11.570 -0.4215
O 17.753 32.910 -11.331 0.0420
O 17.409 34.753 -12.404 0.0328
H 19.942 34.772 -11.611 0.0893
H 19.488 34.091 -10.037 0.0782
H 18.914 35.752 -10.495 0.0945
C 22.155 32.382 -4.230 0.0478
N 20.728 32.934 -4.385 -0.3631
O 20.287 33.927 -3.753 0.0626
O 20.040 32.311 -5.214 0.0162
H 22.266 32.288 -3.149 0.0880
H 22.862 33.118 -4.612 0.0898
H 22.195 31.424 -4.748 0.0587
C 11.261 25.854 -1.484 0.0476
N 11.898 26.684 -2.545 -0.4016
O 12.941 27.258 -2.217 0.0426
O 11.441 26.590 -3.687 0.0568
H 10.975 26.505 -0.658 0.1013
H 12.017 25.180 -1.081 0.1052
H 10.400 25.422 -1.994 0.0948
C 15.094 28.853 -0.914 0.0645
N 15.361 28.025 0.329 -0.4806
O 15.570 28.553 1.380 0.0679
O 15.434 26.858 0.177 0.0536
H 15.098 28.211 -1.795 0.0621
H 15.776 29.701 -0.971 0.0967
H 14.059 29.149 -0.740 0.0966
C 10.407 27.775 -8.817 0.0218
N 11.591 28.507 -8.416 -0.4272
O 11.441 29.686 -8.050 0.0445
O 12.640 27.924 -8.566 0.0752
H 10.497 26.731 -8.516 0.1039
H 10.167 28.017 -9.852 0.1089
H 9.536 28.189 -8.309 0.0970
```

## Properties
net charge = -1
orbital gap = 6.236 eV
F_max = 5.9 eV Å⁻¹
molar mass = 798.39 g/mol
total energy = -3826.82754 hartree
HOMO energy = -5.05 eV
LUMO level = 0.043 Eh

***

# 2
Below is a structure of composition C14H35GaINO7P at a distorted geometry, with properties calculated with ωB97M-V/def2-TZVPD.

XYZ file:
```
60
Properties=species:S:1:pos:R:3:nbo_charge:R:1
N 3.403 0.893 0.400 -1.3820
P 2.142 1.007 1.409 0.7401
Ga 0.265 1.752 0.154 0.7851
I 1.000 3.310 -1.868 -0.4535
C -0.677 0.117 -0.755 -0.9715
C -1.989 -0.119 0.062 0.4302
O -3.126 0.222 -0.300 -0.6082
H 3.778 -0.058 0.366 0.3450
H 2.519 1.931 2.448 -0.0785
H 1.940 -0.284 1.999 -0.0578
H -0.819 2.525 1.076 -0.3141
H -0.875 0.389 -1.836 0.2454
H -0.021 -0.813 -0.708 0.2267
H -1.871 -0.606 1.092 0.0996
C -9.580 -0.924 3.593 -0.2488
O -9.154 0.383 3.249 -0.5422
C -8.479 1.086 4.277 -0.0844
C -7.017 1.445 3.964 -0.0795
O -6.114 0.413 3.613 -0.5361
C -6.372 -0.355 2.442 -0.0807
C -6.424 0.346 1.083 -0.1013
O -7.434 1.346 0.988 -0.5544
C -6.948 2.662 0.767 -0.2518
H -10.674 -0.943 3.638 0.1714
H -9.271 -1.619 2.810 0.1788
H -9.172 -1.272 4.546 0.1702
H -8.523 0.551 5.231 0.1612
H -9.019 2.028 4.420 0.1773
H -6.612 1.897 4.874 0.1803
H -6.968 2.244 3.226 0.1720
H -7.259 -0.965 2.592 0.1590
H -5.551 -1.080 2.387 0.1906
H -6.675 -0.415 0.337 0.1801
H -5.438 0.737 0.822 0.2081
H -5.871 2.751 0.920 0.1864
H -7.456 3.337 1.459 0.1663
H -7.207 2.975 -0.247 0.1750
C 6.488 -0.758 -0.164 -0.2466
O 6.127 -1.142 -1.480 -0.5535
C 5.782 -0.071 -2.342 -0.0941
C 6.709 0.102 -3.556 -0.0814
O 8.102 0.270 -3.342 -0.5409
C 8.826 -0.770 -2.700 -0.0805
C 8.881 -2.156 -3.350 -0.0859
O 7.611 -2.770 -3.518 -0.5419
C 7.241 -3.019 -4.866 -0.2511
H 5.715 -1.104 0.530 0.1783
H 7.423 -1.254 0.111 0.1583
H 6.619 0.320 -0.051 0.1867
H 5.711 0.878 -1.802 0.1929
H 4.781 -0.287 -2.728 0.1928
H 6.375 1.009 -4.068 0.1876
H 6.541 -0.691 -4.283 0.1566
H 8.514 -0.848 -1.663 0.1778
H 9.861 -0.409 -2.647 0.1764
H 9.448 -2.805 -2.674 0.1778
H 9.438 -2.109 -4.291 0.1620
H 7.883 -2.508 -5.586 0.1688
H 6.215 -2.678 -5.010 0.1839
H 7.259 -4.096 -5.050 0.1715
```

## Properties
net charge = -1
orbital gap = 6.944 eV
F_max = 2.3 eV Å⁻¹
molar mass = 557.04 g/mol
total energy = -3699.57498 hartree
HOMO energy = -4.45 eV
LUMO level = 0.092 Eh

***

# 3
Below is a structure of composition C14H35HgNO6 at a distorted geometry, with properties calculated with ωB97M-V/def2-TZVPD.

XYZ file:
```
57
Properties=species:S:1:pos:R:3:nbo_charge:R:1
Hg 9.560 44.093 5.177 1.6203
C 10.478 41.582 1.289 -0.6090
C 9.886 42.192 2.471 -0.0533
O 10.589 43.181 3.176 -0.9410
H 10.983 42.146 0.504 0.1911
H 9.736 40.963 0.784 0.1673
H 11.214 40.863 1.650 0.1672
H 9.576 41.383 3.133 0.0778
H 8.932 42.561 2.092 0.0985
C 6.359 46.366 3.083 -0.6326
C 7.556 45.527 2.669 -0.0530
O 8.634 45.667 3.571 -0.9496
H 5.868 45.876 3.923 0.1844
H 5.578 46.562 2.348 0.1494
H 6.653 47.370 3.388 0.1989
H 7.770 45.860 1.653 0.0877
H 7.379 44.452 2.639 0.1169
C 6.617 46.863 7.194 -0.6219
C 7.053 45.410 7.312 -0.0305
O 8.391 45.140 6.973 -0.9855
H 5.658 47.007 7.693 0.1527
H 6.479 47.262 6.189 0.2046
H 7.290 47.529 7.733 0.1889
H 6.369 44.727 6.807 0.1040
H 6.834 45.100 8.334 0.0817
C 13.348 45.319 4.005 -0.6247
C 12.819 45.873 5.271 -0.0249
O 11.477 45.611 5.388 -0.9788
H 14.424 45.204 4.139 0.1362
H 13.194 46.076 3.236 0.1919
H 13.114 44.283 3.758 0.2272
H 13.016 46.941 5.362 0.0934
H 13.420 45.546 6.119 0.0500
C 13.957 40.231 8.241 -0.2477
O 12.752 40.796 7.589 -0.5589
C 12.481 42.078 8.054 -0.0957
C 11.760 42.924 6.983 -0.2538
N 10.594 42.281 6.371 -0.6498
C 9.618 41.685 7.264 -0.2579
C 8.415 41.266 6.510 -0.0602
O 7.780 42.351 5.812 -0.5457
C 6.882 41.953 4.826 -0.2467
H 14.804 40.899 8.089 0.1735
H 14.238 39.285 7.778 0.1825
H 13.730 40.112 9.300 0.1650
H 13.333 42.660 8.404 0.1690
H 11.794 42.048 8.900 0.1452
H 12.505 43.106 6.208 0.2269
H 11.599 43.912 7.414 0.2486
H 11.052 41.471 5.977 0.3733
H 9.302 42.327 8.087 0.2216
H 10.113 40.817 7.698 0.1715
H 7.774 40.711 7.196 0.1613
H 8.741 40.676 5.654 0.1653
H 6.324 42.799 4.424 0.2135
H 6.190 41.183 5.165 0.1387
H 7.471 41.503 4.026 0.1751
```

## Properties
net charge = -2
orbital gap = 4.443 eV
F_max = 3.6 eV Å⁻¹
molar mass = 514.03 g/mol
total energy = -1213.72609 hartree
HOMO energy = -0.16 eV
LUMO level = 0.157 Eh

***

# 4
Below is a structure of composition C14H35N3S2Zn at a distorted geometry, with properties calculated with ωB97M-V/def2-TZVPD.

XYZ file:
```
55
Properties=species:S:1:pos:R:3:nbo_charge:R:1
Zn 0.041 0.214 -0.307 1.5964
S 1.068 -2.170 -0.521 0.1418
S 0.897 2.067 1.203 0.1623
C 2.731 -2.512 0.204 -0.7131
C 1.634 -1.635 -2.184 -0.5356
C 2.404 -0.326 -2.127 -0.2445
N 1.549 0.755 -1.556 -0.7948
C 2.394 1.920 -1.154 -0.2429
C 1.595 2.872 -0.281 -0.5446
H 0.747 -1.541 -2.822 0.2385
H 2.259 -2.452 -2.554 0.2677
H 2.715 0.000 -3.126 0.2358
H 3.299 -0.432 -1.515 0.2229
H 2.741 2.410 -2.074 0.2372
H 3.275 1.557 -0.625 0.2220
H 0.743 3.284 -0.842 0.2417
H 2.210 3.694 0.096 0.2695
C 2.478 1.665 2.073 -0.7152
H 0.941 1.081 -2.312 0.3994
H 3.082 0.944 1.518 0.2177
H 2.231 1.248 3.055 0.2568
H 3.015 2.603 2.205 0.2555
H 2.597 -3.094 1.120 0.2627
H 3.246 -1.579 0.438 0.2162
H 3.296 -3.107 -0.514 0.2512
C -2.397 1.218 -3.123 -0.4878
C -3.603 0.893 -2.612 -0.3648
H -1.933 0.592 -3.875 0.2126
H -2.049 2.237 -3.137 0.2125
H -4.172 -0.001 -2.878 0.2177
H -4.304 1.626 -2.175 0.2193
C -0.768 0.113 3.253 -0.4253
N -0.464 -0.925 2.285 -0.4878
C 0.523 -1.831 2.849 -0.4133
C -1.671 -1.652 1.856 -0.2443
C -2.599 -0.706 1.100 -0.2418
N -1.911 -0.084 -0.061 -0.6314
C -2.032 -0.963 -1.254 -0.4512
C -2.296 1.319 -0.207 -0.4434
H 0.180 0.591 3.546 0.2014
H -1.260 -0.306 4.159 0.2072
H -1.425 0.869 2.806 0.1949
H 0.675 -2.677 2.168 0.1944
H 1.466 -1.286 2.964 0.1986
H 0.187 -2.219 3.827 0.2063
H -1.345 -2.492 1.211 0.2128
H -2.230 -2.048 2.743 0.2192
H -3.437 -1.321 0.695 0.2319
H -2.974 0.115 1.748 0.2317
H -3.088 -1.077 -1.500 0.2334
H -1.492 -0.525 -2.095 0.2079
H -1.591 -1.947 -1.014 0.2236
H -2.022 1.846 0.725 0.2198
H -1.775 1.786 -1.044 0.2095
H -3.380 1.389 -0.354 0.2321
```

## Properties
net charge = +2
orbital gap = 9.259 eV
F_max = 3.0 eV Å⁻¹
molar mass = 374.98 g/mol
relative energy (zero: lowest compared OMol25 entry of this formula, charge and spin) = 0.0 kJ/mol
total energy = -3293.79937 hartree
HOMO energy = -14.92 eV
LUMO level = -0.208 Eh

***

# 5
Below is a cluster of 8 separate species, C14H36BN2O9PS2 in total at a distorted geometry, with properties calculated with ωB97M-V/def2-TZVPD.

XYZ file:
```
65
Properties=species:S:1:pos:R:3:nbo_charge:R:1
C 2.754 -5.070 0.621 -0.2865
O 1.923 -4.997 -0.575 -0.7596
B 0.615 -4.452 -0.288 1.2220
O -0.588 -5.258 -0.371 -0.9341
C 0.437 -2.880 0.149 -0.4149
C 1.699 -1.992 -0.003 -0.1376
C 1.741 -0.454 0.396 -0.3749
P 3.428 0.403 0.162 0.8170
S 3.518 2.236 0.805 -0.5596
C 0.441 0.214 0.928 -0.1678
C -0.837 -0.750 1.068 0.1868
N -2.170 -0.421 1.567 -0.6160
S -3.161 -1.840 1.552 0.8241
N -2.125 -3.049 0.932 -0.5776
C -0.910 -2.302 0.721 0.1124
H 2.417 -4.299 1.417 0.1888
H 2.762 -6.113 1.109 0.1887
H 3.840 -4.781 0.362 0.2076
H -0.728 -5.668 0.524 0.5049
H 2.653 -2.473 -0.423 0.2520
H 4.361 -0.380 0.956 -0.0030
H 3.875 0.274 -1.195 0.0025
H 0.416 1.325 1.203 0.3109
C 0.157 4.166 2.222 -0.2470
O 0.445 3.476 1.022 -0.7451
H 0.529 3.580 3.064 0.1780
H 0.643 5.144 2.219 0.1655
H -0.926 4.283 2.311 0.1550
H 0.103 4.013 0.290 0.4986
C -0.845 3.532 -2.554 -0.2554
O 0.229 3.831 -1.671 -0.7480
H -1.781 3.844 -2.091 0.1808
H -0.710 4.072 -3.493 0.1910
H -0.875 2.455 -2.743 0.1631
H 1.044 3.546 -2.105 0.4756
C -1.001 -1.607 5.378 -0.2450
O -0.675 -2.276 4.170 -0.7260
H -0.623 -2.192 6.218 0.1835
H -0.537 -0.618 5.389 0.1638
H -2.087 -1.511 5.465 0.1611
H -1.020 -1.738 3.444 0.4610
C -3.925 -1.831 -2.367 -0.2462
O -2.549 -1.816 -2.023 -0.7272
H -4.037 -1.469 -3.390 0.1820
H -4.311 -2.851 -2.300 0.1641
H -4.481 -1.176 -1.690 0.1588
H -2.479 -2.140 -1.114 0.4652
C -3.425 3.059 3.792 -0.2431
O -4.422 2.305 3.134 -0.7247
H -3.855 4.002 4.131 0.1806
H -3.051 2.502 4.655 0.1581
H -2.607 3.259 3.096 0.1614
H -4.002 1.480 2.847 0.4681
C 6.272 -4.307 -2.264 -0.2464
O 4.917 -4.164 -1.865 -0.7319
H 6.793 -3.366 -2.083 0.1822
H 6.746 -5.101 -1.682 0.1628
H 6.319 -4.546 -3.330 0.1658
H 4.479 -5.009 -2.036 0.4717
C -1.606 6.627 -5.660 -0.2467
O -1.943 5.389 -5.052 -0.7280
H -0.732 7.041 -5.155 0.1852
H -1.371 6.467 -6.716 0.1626
H -2.442 7.324 -5.565 0.1637
H -2.717 5.045 -5.516 0.4654
```

## Properties
orbital gap = 6.759 eV
F_max = 5.8 eV Å⁻¹
molar mass = 482.37 g/mol
total energy = -2504.03574 hartree
HOMO energy = -8.59 eV
SMILES string = COB(O)c1cc([PH2]=S)cc2nsnc12.CO.CO.CO.CO.CO.CO.CO
LUMO level = -0.067 Eh

***

# 6
Below is a cluster of 3 separate species, C14H36BO9P2S in total at a distorted geometry, with properties calculated with ωB97M-V/def2-TZVPD.

XYZ file:
```
63
Properties=species:S:1:pos:R:3:nbo_charge:R:1
O -1.617 8.531 -5.415 -1.1416
P -3.014 8.183 -5.008 1.2870
B -3.919 6.525 -5.530 0.3092
O -3.661 6.110 -6.920 -0.7173
C -3.479 4.711 -6.905 -0.0679
C -3.971 4.323 -5.513 -0.2466
P -3.522 2.677 -4.879 0.8908
S -5.041 1.444 -4.639 -0.6770
O -3.485 5.349 -4.693 -0.7083
H -3.197 8.272 -3.600 -0.1321
H -3.921 9.202 -5.402 -0.1359
H -5.128 6.749 -5.297 -0.1298
H -4.062 4.234 -7.699 0.1681
H -2.406 4.499 -6.999 0.1547
H -5.073 4.326 -5.502 0.2057
H -2.834 2.903 -3.686 -0.0130
H -2.570 2.115 -5.739 -0.0460
C -3.055 -3.677 -1.096 -0.2455
O -2.100 -2.645 -1.076 -0.5462
C -1.900 -2.082 -2.361 -0.0964
C -1.208 -0.743 -2.265 -0.0886
O -2.075 0.319 -1.921 -0.5304
C -2.460 0.436 -0.565 -0.0921
C -1.388 1.013 0.328 -0.0944
O -0.453 0.015 0.700 -0.5461
C 0.697 0.560 1.296 -0.2447
H -2.755 -4.490 -1.770 0.1596
H -3.134 -4.071 -0.084 0.1870
H -4.036 -3.306 -1.413 0.1693
H -2.862 -1.945 -2.870 0.1850
H -1.280 -2.764 -2.963 0.1615
H -0.842 -0.495 -3.264 0.1895
H -0.350 -0.800 -1.588 0.1887
H -2.813 -0.519 -0.166 0.1918
H -3.298 1.135 -0.574 0.1985
H -1.857 1.427 1.233 0.1654
H -0.879 1.828 -0.202 0.1764
H 1.234 1.219 0.603 0.1667
H 1.344 -0.272 1.567 0.1832
H 0.450 1.126 2.204 0.1625
C 1.743 -3.619 2.549 -0.2492
O 2.945 -3.260 3.197 -0.5478
C 2.997 -1.875 3.480 -0.0931
C 4.065 -1.574 4.504 -0.0938
O 3.673 -1.856 5.838 -0.5382
C 3.730 -3.214 6.238 -0.0935
C 5.124 -3.697 6.566 -0.0924
O 5.830 -4.034 5.387 -0.5423
C 7.203 -4.222 5.628 -0.2456
H 1.618 -3.081 1.602 0.1717
H 1.790 -4.686 2.344 0.1909
H 0.874 -3.412 3.184 0.1667
H 2.026 -1.529 3.858 0.1746
H 3.225 -1.329 2.553 0.1673
H 4.249 -0.498 4.482 0.1878
H 4.993 -2.089 4.245 0.1960
H 3.270 -3.868 5.493 0.2004
H 3.140 -3.264 7.155 0.1860
H 5.053 -4.583 7.215 0.1645
H 5.658 -2.909 7.114 0.1706
H 7.672 -3.303 6.000 0.1635
H 7.666 -4.500 4.684 0.1935
H 7.375 -5.024 6.358 0.1616
```

## Properties
net charge = -1
orbital gap = 6.643 eV
F_max = 1.1 eV Å⁻¹
molar mass = 453.26 g/mol
relative energy (zero: lowest compared OMol25 entry of this formula, charge and spin) = 24.8 kJ/mol
total energy = -2337.93046 hartree
HOMO energy = -4.72 eV
LUMO level = 0.071 Eh